Record 1
Density functional theory data (the ωB97M-V functional and the def2-TZVPD basis) for a 2-piece molecular cluster, C5H7NOS overall at a distorted geometry.

Bonds (Å) are listed after each position.
Cartesian coordinates (Å):
1 C 0.602 1.473 1.115  C4 1.356, N6 1.147
2 C -1.397 -0.139 -1.950  O7 1.212, H9 1.114, H10 1.064
3 C 2.065 1.825 -0.729  C4 1.290, H11 1.003, H12 1.060
4 C 1.343 1.089 0.046  C1 1.356, C3 1.290, S8 1.769
5 C -0.206 -1.192 0.821  S8 1.868, H13 1.064, H14 1.073, H15 1.141
6 N -0.006 1.896 1.991  C1 1.147
7 O -2.441 -0.029 -1.342  C2 1.212
8 S 1.258 -0.660 -0.209  C4 1.769, C5 1.868
9 H -0.893 0.782 -2.323  C2 1.114
10 H -0.859 -0.985 -2.305  C2 1.064
11 H 2.230 2.801 -0.566  C3 1.003
12 H 2.541 1.385 -1.569  C3 1.060
13 H 0.064 -1.340 1.840  C5 1.064
14 H -0.566 -2.054 0.292  C5 1.073
15 H -1.085 -0.520 0.544  C5 1.141

Results
Relative energy (zero: lowest compared OMol25 entry of this formula, charge and spin) (kJ/mol): 303.2
Energy (a.u.): -722.80260
HOMO energy (eV): -9.218
Gap between HOMO and LUMO (eV): 9.400
Charge: 0
Largest force on an atom (eV/Å): 3.5

***

Record 2
Density functional theory data (the ωB97M-V functional and the def2-TZVPD basis) for a 9-piece molecular cluster, H18O9 overall.

Bonds (Å) are listed after each position.
Cartesian coordinates (Å):
1 O 2.810 -3.736 2.016  H2 0.957, H3 0.957
2 H 3.345 -3.254 1.386  O1 0.957
3 H 3.393 -3.887 2.760  O1 0.957
4 O 1.112 5.104 -1.200  H5 0.957, H6 0.957
5 H 0.809 5.909 -1.619  O4 0.957
6 H 0.360 4.799 -0.693  O4 0.957
7 O 4.966 -0.809 -0.379  H8 0.957, H9 0.957
8 H 5.148 0.125 -0.283  O7 0.957
9 H 5.636 -1.123 -0.987  O7 0.957
10 O 0.094 -1.619 -4.156  H11 0.957, H12 0.957
11 H -0.744 -1.837 -4.564  O10 0.957
12 H -0.135 -1.362 -3.262  O10 0.957
13 O -0.946 5.094 3.058  H14 0.957, H15 0.957
14 H -1.771 4.612 3.012  O13 0.957
15 H -1.135 5.841 3.627  O13 0.957
16 O -5.045 -1.897 -0.813  H17 0.957, H18 0.957
17 H -4.096 -1.879 -0.694  O16 0.957
18 H -5.309 -0.978 -0.780  O16 0.957
19 O -4.586 2.370 3.043  H20 0.957, H21 0.957
20 H -5.494 2.673 3.067  O19 0.957
21 H -4.624 1.471 3.368  O19 0.957
22 O -0.787 -0.967 0.080  H23 0.957, H24 0.957
23 H -0.083 -1.430 0.534  O22 0.957
24 H -0.934 -0.180 0.604  O22 0.957
25 O 2.936 -4.587 -2.534  H26 0.957, H27 0.957
26 H 2.663 -4.539 -1.617  O25 0.957
27 H 2.418 -3.913 -2.974  O25 0.957

Results
Relative energy (zero: lowest compared OMol25 entry of this formula, charge and spin) (kJ/mol): 286.7
Energy (a.u.): -687.91661
HOMO energy (eV): -11.254
Gap between HOMO and LUMO (eV): 11.387
Charge: 0
Largest force on an atom (eV/Å): 0.3